This record from the Open Molecules 2025 dataset describes a structure of composition C36H66FIN2O11S. The level of theory is ωB97M-V with the def2-TZVPD basis set.

Summary:
**E_LUMO**: -0.0213 Eh
**Highest occupied orbital energy**: -8.89 eV
**Frontier orbital gap**: 8.3 eV
**Calculated total energy**: -3144.03295 Eh

Geometry (Å):
1 I -3.97018 3.37708 -1.45261
2 S -7.97784 -1.81817 -3.52113
3 F -5.03353 0.70335 0.55971
4 O 1.42315 -4.00841 0.70868
5 O -0.25356 -3.01169 -0.35751
6 O -1.82135 -8.77128 -2.51524
7 O 0.89886 5.35099 0.33513
8 O 3.44910 7.14669 6.25120
9 O 4.94177 4.33847 7.65082
10 O 3.61196 6.79461 0.03184
11 O 0.66938 8.42482 0.45528
12 O -1.62263 -11.84353 -2.41213
13 O 5.15447 5.12395 4.66479
14 O 1.16866 -10.51073 -2.56974
15 N -7.24886 -1.35001 -2.18650
16 N -6.82503 -1.46777 -4.60508
17 C 3.75219 5.17549 4.88717
18 C 6.00435 5.40997 5.76664
19 C -1.31584 -2.55576 -2.48682
20 C 6.07294 4.30609 6.79774
21 C -1.05232 -0.31782 -3.78878
22 C 0.92320 6.23595 1.44588
23 C 3.45359 8.55572 6.21976
24 C -0.08899 -2.32791 -1.63312
25 C -6.04311 -0.87360 -2.52499
26 C -2.32525 0.46538 -4.17823
27 C -5.07642 -0.36465 -1.61310
28 C -4.56532 -0.48193 -4.39202
29 C 0.43571 -5.22756 -1.07046
30 C -1.42407 2.37648 -0.13601
31 C 3.19422 6.57765 4.97840
32 C 0.61505 -4.04320 -0.16040
33 C -5.50784 -0.37418 -0.16627
34 C 4.88289 6.55076 0.59354
35 C -5.16097 -1.67119 0.53151
36 C -2.80659 0.54277 -1.15413
37 C -5.81656 -0.95258 -3.91492
38 C -2.52905 -9.67512 -1.68170
39 C -1.68659 -10.88942 -1.36261
40 C -2.34345 1.98955 -1.31100
41 C -2.67870 -7.93092 -3.25266
42 C 0.68529 -11.65654 -3.25107
43 C -0.26090 9.29566 -0.14735
44 C 0.04764 7.45814 1.28506
45 C -3.61818 -0.00033 -3.54056
46 C 2.38374 -10.75890 -1.90061
47 C -0.79689 -11.53775 -3.52673
48 C 1.60936 5.75431 -0.82727
49 C 3.11328 5.67602 -0.68032
50 C -1.27136 -1.84139 -3.83881
51 C -3.86517 0.05319 -2.10894
52 C 4.72523 3.10730 8.30066
53 H -1.03973 -10.55914 -3.94484
54 H -0.91812 7.15567 0.86319
55 H -1.05195 -12.28978 -4.27634
56 H -0.62760 -5.35162 -1.25300
57 H -2.05708 -7.29593 -3.88178
58 H 3.68114 8.90747 7.22416
59 H -0.46035 -2.28374 -4.41632
60 H -5.73042 -1.71090 1.45648
61 H 1.94725 6.50893 1.70832
62 H -3.34465 -8.51567 -3.89769
63 H -5.50285 -2.50805 -0.06562
64 H -1.38154 -3.62523 -2.67792
65 H -2.18404 -2.07903 -4.37474
66 H 2.67762 -9.83986 -1.39723
67 H -4.10086 -1.74714 0.75389
68 H -1.50758 3.41722 0.14219
69 H 0.86860 -12.55783 -2.65357
70 H -0.30517 -0.07583 -4.53773
71 H 6.13321 3.33837 6.28480
72 H -0.97157 8.73987 -0.77031
73 H 2.47629 8.94964 5.91750
74 H 1.29593 6.74434 -1.16244
75 H 2.10536 6.53936 4.83055
76 H 4.22379 8.93006 5.53505
77 H -0.68444 0.02883 -2.83203
78 H -2.19094 1.53017 -4.01452
79 H 5.18493 7.44966 1.12742
80 H -1.59797 1.72266 0.71209
81 H 0.80533 -2.70993 -2.12133
82 H 3.63818 7.19208 4.18552
83 H -3.09017 0.38789 -0.12561
84 H -2.78099 -9.15923 -0.74469
85 H 2.26384 -11.54798 -1.14900
86 H 5.57564 2.84071 8.93920
87 H -0.12139 7.90843 2.27344
88 H 0.79981 -6.12573 -0.59516
89 H 1.22387 -11.74837 -4.20447
90 H 1.31589 5.03757 -1.59802
91 H 3.57522 5.66108 -1.67754
92 H -0.81082 9.87230 0.60535
93 H 3.37374 4.74784 -0.15653
94 H 7.00039 5.51300 5.33060
95 H 6.97597 4.43905 7.40976
96 H 3.46363 4.57847 5.75402
97 H -3.45671 -9.99743 -2.16868
98 H -1.74775 2.08687 -2.20240
99 H -6.59101 -0.29837 -0.16295
100 H 0.51921 5.65134 2.27635
101 H 0.06083 -1.28731 -1.37418
102 H -3.27731 -7.29818 -2.58630
103 H 3.83811 3.21356 8.92179
104 H 4.55136 2.30504 7.57383
105 H -2.17093 -11.41413 -0.53613
106 H 3.17335 -11.04544 -2.60504
107 H -0.68892 -10.59899 -1.02834
108 H 0.29435 9.98292 -0.78272
109 H -0.39683 2.19034 -0.44830
110 H 0.92235 -5.03454 -2.02193
111 H -1.91854 -0.06576 -1.31343
112 H -2.43743 0.36145 -5.25235
113 H -2.20008 -2.29276 -1.90924
114 H -4.37862 -0.51780 -5.45417
115 H 5.74634 6.36380 6.23037
116 H 3.31193 4.70671 4.00349
117 H 4.84684 5.71678 1.30438
118 H 5.62465 6.33420 -0.18414

=====

This record from the Open Molecules 2025 dataset describes an isolated molecule of C3H3NO2S at a distorted geometry. The level of theory is ωB97M-V with the def2-TZVPD basis set.

Summary:
**Energy relative to the best compared isomer or geometry (same formula, charge and spin)**: 73.5 kcal/mol
**E_LUMO**: 0.0054 Eh
**SMILES**: O=c1ccn(S)o1
**Highest occupied orbital energy**: -9.24 eV
**Frontier orbital gap**: 9.4 eV
**Calculated total energy**: -719.46308 Eh

Geometry (Å):
1 S -0.40751 -1.91021 -1.02348
2 O -0.80979 0.29541 0.35245
3 O -0.73177 2.51373 0.78166
4 N 0.12751 -0.74332 0.16535
5 C 1.33821 -0.15619 0.10019
6 C 1.28021 1.16051 0.33981
7 C -0.14027 1.48140 0.58674
8 H 2.17006 -0.78890 -0.10859
9 H 2.14542 1.76338 0.31470
10 H -1.22432 -2.59542 -0.22116